Record 1
The following is a quantum chemistry calculation of a structure of composition C53H87N12OPb at a distorted geometry, from the OMol25 dataset.

```
! wB97M-V def2-TZVPD RIJCOSX def2/J DEFGRID3
* xyz 2 2
Pb 4.55738 -0.90742 -0.98990
C 0.59002 2.22101 0.45622
C 0.42721 0.71295 1.04759
C -1.08808 0.47295 1.13108
C -1.49006 -0.94430 1.57644
C -1.13165 -1.86593 0.45368
C 0.38815 -1.88898 0.28152
N 1.03397 -0.46136 0.28918
O 2.05639 -0.12540 -0.65932
C 0.60900 -2.67086 -1.02010
C 1.01063 -2.66802 1.43793
C 0.98747 0.93135 2.49372
H 0.50025 2.25274 -0.62961
H 1.56754 2.58858 0.76837
H -0.11441 2.87551 0.96956
H -1.61455 0.74525 0.21632
H -1.43649 1.13984 1.91972
H -2.54323 -0.95676 1.85712
H -0.95180 -1.17208 2.49649
H -1.74588 -1.64623 -0.41956
H -1.38799 -2.90489 0.66091
H -0.12583 -3.47104 -0.93163
H 1.62665 -2.99646 -1.23566
H 0.34225 -2.02495 -1.85661
H 1.92330 -2.22489 1.83636
H 1.28656 -3.69588 1.20240
H 0.36860 -2.79072 2.31019
H 1.95876 1.42431 2.53472
H 1.19042 -0.03403 2.95735
H 0.30975 1.51906 3.11291
C 0.68690 -2.02509 -5.50523
C 1.68498 -1.13383 -6.38890
C 3.12847 -1.42045 -6.05834
C 3.48806 -1.49786 -4.63544
N 3.85579 -1.48827 -3.51831
H -0.04830 -1.63556 -4.80106
H 1.33084 -2.65882 -4.89545
H 0.18578 -2.80583 -6.07745
H 1.45500 -0.11482 -6.07772
H 1.48322 -1.28419 -7.44946
H 3.77785 -0.68188 -6.52836
H 3.51725 -2.34595 -6.48308
C -5.65242 0.01045 -0.80462
C -5.57382 -1.33021 -0.02616
C -6.81200 -1.85443 0.74292
C -7.91511 -2.28735 -0.06560
N -8.78457 -2.65492 -0.71579
H -4.75020 0.20778 -1.38354
H -5.95418 0.89915 -0.25031
H -6.50265 -0.13474 -1.47105
H -4.71029 -1.19728 0.62556
H -5.08692 -2.10623 -0.61677
H -7.07992 -1.10668 1.48937
H -6.47228 -2.67689 1.37241
C -1.17281 -0.71892 5.92003
C -2.60888 -1.28521 6.25129
C -3.68764 -1.07796 5.14543
C -4.22844 0.29743 5.16743
N -4.64794 1.39475 5.11321
H -0.80125 -1.21646 5.02421
H -0.36568 -0.75045 6.65191
H -1.28054 0.34965 5.73390
H -3.07196 -0.93780 7.17485
H -2.40972 -2.35273 6.34530
H -4.38808 -1.91281 5.16763
H -3.16230 -1.17962 4.19581
C 6.76623 -5.93767 0.61922
C 5.53091 -5.64553 1.43476
C 4.32562 -5.65062 0.52446
C 4.45161 -4.50445 -0.41660
N 4.51706 -3.67538 -1.20965
H 7.70052 -5.71072 1.13274
H 6.67918 -5.41065 -0.33093
H 6.69308 -7.00575 0.41440
H 5.80891 -4.74961 1.98985
H 5.53990 -6.37191 2.24740
H 3.43615 -5.65909 1.15443
H 4.34963 -6.56326 -0.07104
C 4.67463 -1.53262 5.24670
C 3.38344 -2.08428 4.69126
C 3.62157 -3.25483 3.70385
C 4.36854 -2.69202 2.57431
N 4.95864 -2.27838 1.61199
H 5.25864 -2.40923 5.52703
H 4.55410 -0.91113 6.13401
H 5.15760 -0.89136 4.50939
H 2.66086 -1.31898 4.40791
H 2.78313 -2.52099 5.48938
H 2.67985 -3.76578 3.50334
H 4.26156 -4.09048 3.98705
C -2.93759 2.90400 -3.90689
C -2.84667 1.94795 -2.74882
C -1.72003 0.86533 -2.84619
C -0.46611 1.59298 -3.13545
N 0.50123 2.27905 -3.35404
H -3.82107 3.51762 -3.73073
H -3.15790 2.36702 -4.82950
H -2.11018 3.60385 -4.02394
H -3.75537 1.35753 -2.63145
H -2.71929 2.50795 -1.82239
H -1.82768 0.10222 -3.61703
H -1.46296 0.32308 -1.93626
C -1.10939 -5.83299 -3.48852
C -0.22827 -6.21902 -4.60550
C 0.94910 -7.10012 -4.26072
C 1.54340 -6.81152 -2.87099
N 2.00340 -6.64577 -1.81333
H -0.46347 -5.18029 -2.90126
H -1.36886 -6.67691 -2.84931
H -2.02894 -5.28776 -3.70125
H 0.15889 -5.30797 -5.06180
H -0.87113 -6.58481 -5.40615
H 1.80339 -7.09806 -4.93769
H 0.76062 -8.17304 -4.22301
N 0.47143 6.82998 3.28795
C -0.27005 6.85376 4.46878
C -1.12294 5.78227 4.61849
C -0.93026 5.12921 3.45156
C 0.03725 5.70031 2.59305
H 1.07284 7.56495 2.94411
H 0.11297 7.62428 5.12146
H -1.76934 5.55922 5.45444
H -1.41965 4.19378 3.22380
H 0.36038 5.55652 1.57261
N 0.12451 5.40914 -2.06557
C -1.09679 5.62033 -1.47981
C -1.55252 6.89556 -1.87420
C -0.70997 7.37887 -2.73071
C 0.39019 6.57584 -2.82592
H 0.66137 4.55364 -2.06607
H -1.44207 5.04811 -0.63144
H -2.41218 7.39261 -1.44953
H -0.79051 8.36716 -3.15873
H 1.28555 6.69605 -3.41776
N -4.00946 4.33675 0.15893
C -5.32594 4.03406 0.39677
C -5.34623 3.06474 1.37252
C -4.09092 2.60938 1.65805
C -3.24639 3.42758 0.86682
H -3.69702 4.96112 -0.57089
H -6.05616 4.58000 -0.18215
H -6.24374 2.56650 1.70811
H -3.60065 1.78695 2.15770
H -2.16746 3.47445 0.87796
N 3.33945 3.93507 -2.37436
C 3.90014 4.84008 -3.15197
C 4.23883 5.94696 -2.44426
C 3.72890 5.73482 -1.11248
C 3.20651 4.45965 -1.08813
H 3.17233 2.97077 -2.62397
H 4.19765 4.74395 -4.18572
H 4.71155 6.83834 -2.82947
H 3.96340 6.40033 -0.29486
H 2.80803 4.02275 -0.18440
*
```

Properties
max |F| = 6.885 eV/Å
Kohn-Sham gap (spin up / spin down) = 0.139 / 0.131 Ha
<S²> = 0.7556

Record 2
The following is a quantum chemistry calculation of a structure of composition C34H43BF2GeN3O6Ti, from the OMol25 dataset.

```
! wB97M-V def2-TZVPD RIJCOSX def2/J DEFGRID3
* xyz -1 3
Ti -0.21354 0.58937 -0.80827
C -3.43576 -1.09417 3.98494
C -2.81745 -1.88738 2.83089
C -1.94505 -3.01044 3.39403
C -3.92147 -2.49475 1.96480
O -1.99672 -1.09453 1.99995
Ge -1.61823 0.70107 2.06629
O -1.99083 1.03947 0.13671
C -3.27629 1.21692 -0.46292
C -3.57041 0.00325 -1.34289
C -4.34278 1.35663 0.61722
C -3.22501 2.49417 -1.30106
O 0.09972 0.41747 1.25781
C 1.27523 0.13190 2.04976
C 2.44844 0.92617 1.49615
C 1.53108 -1.36837 1.99362
C 1.03276 0.56077 3.49595
H -4.04187 -1.74449 4.61922
H -2.65301 -0.64519 4.60026
H -4.07397 -0.29033 3.61070
H -2.53897 -3.72567 3.96934
H -1.45258 -3.53646 2.57509
H -1.17489 -2.59466 4.04729
H -3.47199 -3.07234 1.15598
H -4.56700 -3.15161 2.55344
H -4.53925 -1.71011 1.52344
H -3.55145 -0.90623 -0.74131
H -4.54674 0.09726 -1.82423
H -2.81014 -0.08936 -2.12061
H -4.38395 0.46356 1.24207
H -4.14492 2.22207 1.25237
H -5.32038 1.48685 0.14865
H -2.44042 2.40775 -2.05385
H -4.17814 2.66882 -1.80548
H -3.00219 3.35075 -0.66229
H 2.60986 0.74032 0.43519
H 2.28190 1.99416 1.65176
H 3.36322 0.63773 2.01810
H 1.74703 -1.68176 0.97564
H 2.38824 -1.63303 2.61783
H 0.64911 -1.90550 2.34159
H 0.74418 1.61229 3.55136
H 0.25799 -0.04683 3.97193
H 1.95466 0.42600 4.06427
O 3.43636 -0.09197 -1.69252
C 2.64651 -1.02592 -1.47551
O 1.21406 -0.70543 -1.59887
C 2.68993 -2.35128 -1.14151
C 3.81634 -3.16517 -0.85052
C 3.66048 -4.44668 -0.46354
C 2.32359 -5.03406 -0.33342
C 2.11995 -6.33566 0.09660
C 0.84136 -6.88289 0.21201
C -0.25115 -6.09859 -0.11294
C -0.08072 -4.78691 -0.54296
C 1.19763 -4.23548 -0.66074
N 1.37783 -2.94231 -1.07273
H 4.79737 -2.71348 -0.93385
H 4.51563 -5.06984 -0.22992
H 2.98953 -6.93562 0.34591
H 0.70975 -7.90264 0.55150
H -1.25499 -6.49958 -0.03049
H -0.94238 -4.17732 -0.78734
N 0.55922 2.52878 -0.79530
C 1.02299 3.54974 -0.42900
C 1.55119 4.74614 -0.00086
C 0.86773 5.97990 -0.23527
C 1.41433 7.16551 0.19185
C 2.64187 7.20457 0.86273
C 3.32021 6.00042 1.09293
C 2.80913 4.79572 0.67817
H -0.08745 5.96612 -0.74435
H 0.87487 8.08735 0.00663
H 3.05825 8.14523 1.19597
H 4.27516 6.01219 1.60538
H 3.35207 3.87664 0.85276
F -0.71855 -1.51869 -0.71436
B 0.40141 -1.95417 -1.60288
F -0.20571 -2.23372 -2.81656
O -0.62544 0.93849 -2.78666
N 0.22396 1.43938 -3.67279
C -0.32452 1.86348 -4.83119
C 0.45403 2.39383 -5.82573
C 1.82975 2.49001 -5.64051
C 2.36476 2.03398 -4.45280
C 1.55176 1.50407 -3.46889
H -1.39562 1.74387 -4.87421
H -0.01775 2.72509 -6.73943
H 2.46220 2.90400 -6.41319
H 3.42635 2.05784 -4.25281
H 1.96870 1.09355 -2.55950
*
```

Properties
max |F| = 0.931 eV/Å
Kohn-Sham gap (spin up / spin down) = 0.158 / 0.159 Ha
<S²> = 2.0322

Record 3
The following is a quantum chemistry calculation of a cluster of 2 separate species, C6H12N2O in total at a distorted geometry, from the OMol25 dataset.

```
! wB97M-V def2-TZVPD RIJCOSX def2/J DEFGRID3
* xyz 0 3
C -2.76005 -1.14297 -0.38429
C 1.60093 1.27828 -0.00539
C 1.24438 -0.82185 1.23354
C -0.57463 0.83588 1.17855
C 0.06554 -0.37021 -0.88373
C 0.60322 0.24831 0.36374
N -1.70484 -1.49630 -0.17392
N -0.61455 0.37584 -1.68974
O -0.86987 -0.12112 -2.97573
H -3.75142 -0.68243 -0.38631
H -0.86761 -1.07281 -3.02805
H 1.20954 2.20372 -0.49390
H 1.99334 1.58824 0.94426
H 2.40543 0.81347 -0.58843
H 1.29205 -0.27450 2.14328
H 2.19062 -1.00024 0.80981
H 0.79371 -1.89481 1.14048
H -0.32750 1.11575 2.19301
H -1.03479 1.68655 0.52690
H -1.35242 0.02240 1.25525
H 0.45891 -1.29121 -1.17934
*
```

Properties
max |F| = 9.672 eV/Å
Kohn-Sham gap (spin up / spin down) = 0.227 / 0.314 Ha
<S²> = 2.0082